Below is a structure of composition C25H33HfN6O4 in a non-equilibrium geometry, with properties calculated with the ωB97M-V functional and the def2-TZVPD basis.

XYZ file:
```
69
Properties=species:S:1:pos:R:3:lowdin_charge:R:1
Hf -0.41402 -0.90664 0.04560 1.66
N -1.09567 0.34133 -1.89019 -0.08
C -1.84556 -0.70855 -2.58225 -0.22
C -2.43731 -1.84716 -1.64617 -0.15
N -1.51916 -2.62779 -0.78971 -0.28
C -0.74878 -3.65583 -1.50685 -0.13
C 0.59393 -3.10665 -2.01567 -0.21
N 1.09258 -2.18175 -1.03173 -0.10
C -2.06345 -3.08925 0.50297 -0.18
C -1.04213 -3.30758 1.70299 -0.22
N -0.30298 -2.11323 2.12095 -0.02
H -2.52277 0.62398 -0.76022 0.30
H -1.23768 1.16959 -1.65848 -0.08
H -1.20555 -1.15986 -3.34492 0.10
H -2.67991 -0.24027 -3.11662 0.13
H -3.02633 -2.53145 -2.27064 0.14
H -3.17388 -1.34618 -1.00535 0.11
H -1.32282 -4.09531 -2.33151 0.14
H -0.51718 -4.49127 -0.83355 0.13
H 0.45049 -2.58506 -2.96572 0.11
H 1.30713 -3.91779 -2.19266 0.13
H 1.90563 -1.40030 -1.44361 0.22
H 1.71344 -2.62409 -0.26610 0.14
H -2.62294 -4.02145 0.35095 0.14
H -2.79818 -2.35930 0.86457 0.10
H -0.32118 -4.08462 1.43002 0.11
H -1.60409 -3.68621 2.56407 0.13
H -0.32401 -1.62632 2.76794 -0.16
H -1.85421 -1.15423 2.34384 0.38
O -4.52408 0.14576 1.09659 0.06
C -3.29329 0.24866 0.79903 -0.61
O -2.49338 -0.71257 0.57501 -0.34
C -2.72451 1.65313 0.70201 -0.14
C -1.37156 1.85907 0.37846 -0.15
C -0.84151 3.14813 0.28743 0.08
C -1.67334 4.24905 0.52262 -0.09
C -3.02334 4.07028 0.84640 0.04
C -3.53958 2.77535 0.93385 0.04
N -1.12414 5.60555 0.42889 -0.30
O 0.07646 5.72960 0.14024 0.08
O -1.88804 6.55979 0.64294 0.09
H -0.73472 0.99307 0.19761 -0.05
H 0.20847 3.26727 0.03504 0.09
H -3.68417 4.91237 1.03234 0.13
H -4.58919 2.62212 1.18516 0.14
C 4.62797 -2.03291 2.24940 -0.09
C 3.32128 -2.02043 2.72742 -0.07
C 2.32997 -1.31055 2.04054 -0.06
C 2.61267 -0.58435 0.87320 -0.38
C 3.93765 -0.63471 0.40213 -0.03
C 4.93569 -1.34109 1.08222 -0.07
N 1.59866 0.05150 0.23442 -0.15
C 1.83082 1.28167 -0.28844 -0.36
C 2.53955 2.30223 0.37204 -0.01
C 2.71351 3.56764 -0.19897 -0.07
C 2.16543 3.85099 -1.44600 -0.10
C 1.43982 2.86910 -2.11326 -0.07
C 1.27159 1.60622 -1.53423 -0.08
H 5.39828 -2.58233 2.77792 0.11
H 3.06093 -2.56059 3.63066 0.11
H 1.31092 -1.31273 2.42188 0.06
H 4.19057 -0.11185 -0.51830 0.12
H 5.94567 -1.34684 0.68795 0.11
H 2.96047 2.10097 1.35525 0.12
H 3.27360 4.32243 0.34144 0.11
H 2.29710 4.83061 -1.89060 0.11
H 0.99833 3.07424 -3.08194 0.11
H 0.69786 0.84855 -2.06384 0.06
H -0.62182 0.73885 1.09355 0.09
```

The value obtained for the LUMO energy (alpha / beta) is -5.007 / -5.011 eV. For the total energy, the calculation gives -44874.4935 eV. Its total charge is +1.

***

Below is a structure of composition C38H47BaN2OS in a non-equilibrium geometry, with properties calculated with the ωB97M-V functional and the def2-TZVPD basis.

XYZ file:
```
90
Properties=species:S:1:pos:R:3:lowdin_charge:R:1
Ba -0.06504 -1.25423 0.36180 1.90
C -1.55780 0.23391 2.33790 -0.25
C -0.28551 0.85468 2.35546 -0.32
C -0.41892 2.02349 1.51683 -0.16
C -1.73498 2.02650 0.99250 -0.04
C -2.44380 0.92150 1.48845 -0.25
C -3.85127 0.49746 1.11713 -0.56
C -4.66081 0.17070 2.37519 -0.04
C -4.56664 1.59927 0.33418 -0.05
C -3.78216 -0.75859 0.23492 -0.06
C 0.61089 3.07111 1.07599 -0.52
C 1.85520 2.40565 0.46980 -0.03
C 0.03145 3.98214 -0.01281 -0.06
C 1.00519 4.00116 2.23699 -0.04
C 0.58593 0.59588 3.62320 -0.53
C 0.12362 1.51101 4.76388 -0.03
C 0.40189 -0.85922 4.10354 -0.08
C 2.09720 0.79142 3.45151 -0.06
H -1.85383 -0.55646 3.01995 0.10
H -2.13443 2.76258 0.30685 0.10
H -4.74248 1.04991 3.01820 0.09
H -4.18966 -0.62614 2.95591 0.08
H -5.67288 -0.15793 2.11341 0.09
H -4.60044 2.53039 0.90545 0.09
H -5.59538 1.30047 0.10978 0.09
H -4.06248 1.80770 -0.61617 0.07
H -3.35302 -1.59630 0.79742 0.07
H -3.16180 -0.56877 -0.65239 0.06
H -4.77188 -1.07127 -0.11494 0.09
H 1.58146 1.88824 -0.45936 0.06
H 2.31110 1.68112 1.13378 0.05
H 2.61517 3.15057 0.20762 0.10
H -0.42785 3.40637 -0.81561 0.05
H 0.82799 4.59750 -0.44349 0.09
H -0.72949 4.65689 0.39114 0.10
H 1.57708 3.49240 3.01545 0.05
H 0.10918 4.42161 2.70205 0.10
H 1.61965 4.83075 1.87065 0.09
H -0.96515 1.47579 4.85201 0.10
H 0.41374 2.54719 4.57870 0.07
H 0.56272 1.20264 5.72130 0.09
H -0.58480 -1.04196 4.52751 0.08
H 1.13422 -1.08855 4.88298 0.09
H 0.55926 -1.59844 3.30284 0.04
H 2.36897 1.81673 3.20923 0.06
H 2.50859 0.14357 2.66554 0.06
H 2.61072 0.53839 4.38522 0.09
N 1.63001 -3.22541 -1.38919 0.03
C 2.13868 -4.39763 -0.76983 -0.26
C 2.18183 -5.61200 -1.38403 -0.02
C 2.71405 -6.74235 -0.71452 -0.06
C 3.21552 -6.63070 0.54508 -0.03
C 3.15843 -5.37848 1.21031 -0.15
C 3.64616 -5.18727 2.52515 0.01
C 3.52165 -3.97324 3.12348 -0.03
C 2.87412 -2.93574 2.42045 -0.13
N 2.41228 -3.05753 1.19570 0.04
C 2.58381 -4.26834 0.57073 -0.18
H 1.45821 -3.34430 -2.37739 0.09
H 2.25540 -2.44102 -1.24442 0.07
H 1.82776 -5.70999 -2.40514 0.12
H 2.74028 -7.69420 -1.22887 0.11
H 3.65387 -7.48305 1.05135 0.12
H 4.11526 -6.01715 3.04278 0.13
H 3.88763 -3.79307 4.12578 0.12
H 2.72553 -1.97779 2.90609 0.08
O -0.10483 -0.43335 -1.74741 -0.94
S -0.88915 0.78509 -2.32499 1.07
C 0.37889 1.82444 -3.04257 -0.39
C 1.67786 1.35626 -3.11675 -0.08
C 2.64211 2.17209 -3.69654 -0.05
C 2.29476 3.42249 -4.18911 -0.05
C 0.97977 3.87076 -4.10413 -0.05
C 0.00836 3.07164 -3.52382 -0.08
C -1.64173 0.16344 -3.81201 -0.38
C -1.08202 -0.91847 -4.47633 -0.06
C -1.66805 -1.33314 -5.66201 -0.05
C -2.78328 -0.66717 -6.16281 -0.06
C -3.33176 0.40686 -5.47523 -0.06
C -2.76480 0.82848 -4.27875 -0.07
H 1.93654 0.38215 -2.72537 0.10
H 3.66671 1.82789 -3.75892 0.11
H 3.05115 4.05493 -4.63720 0.11
H 0.71183 4.84980 -4.48140 0.12
H -1.01431 3.42722 -3.43913 0.12
H -0.21077 -1.41978 -4.07455 0.11
H -1.25258 -2.17530 -6.20105 0.11
H -3.23213 -0.99525 -7.09189 0.11
H -4.20896 0.91073 -5.86071 0.12
H -3.20288 1.64858 -3.71830 0.12
```

Its energy relative to the best compared isomer or geometry (same formula, charge and spin) is 20.36 kcal/mol. The value obtained for the LUMO energy is -2.534 eV. For the total energy, the calculation gives -56721.7601 eV. Its total charge is +1.

***

Below is a structure of composition C6H38O14Y in a non-equilibrium geometry, with properties calculated with the ωB97M-V functional and the def2-TZVPD basis.

XYZ file:
```
59
Properties=species:S:1:pos:R:3:lowdin_charge:R:1
Y -4.42910 -0.85090 3.17317 1.06
C 2.91963 -0.04121 0.93132 -0.04
C 1.51530 0.20674 0.27817 -0.52
C 1.47456 -0.35416 -1.18713 -0.02
O 0.51959 -0.31635 1.07225 -0.03
H 3.03502 0.77545 1.64395 0.08
H 3.79790 0.15452 0.31613 0.07
H 3.04024 -1.05958 1.30072 0.08
H 1.35811 1.26950 0.09395 0.13
H 2.30198 0.13969 -1.69662 0.09
H 0.46454 -0.25995 -1.58599 0.08
H 1.71253 -1.41490 -1.26629 0.08
C -6.33908 3.09671 -2.03239 -0.04
C -7.59396 2.71746 -1.17349 -0.52
C -8.65297 2.03026 -2.03361 -0.06
O -7.35444 2.08181 0.05388 -0.03
H -6.67401 3.70723 -2.87096 0.08
H -5.81889 2.17915 -2.30730 0.08
H -5.66134 3.68794 -1.41659 0.07
H -8.19210 3.60947 -0.98733 0.16
H -8.89610 2.56230 -2.95335 0.08
H -9.59122 1.72781 -1.56851 0.09
H -8.22929 1.13111 -2.48096 0.08
O 2.59391 -1.58033 7.47503 -0.06
H 3.31142 -1.77486 6.87206 0.03
H 2.53010 -2.35711 8.03069 0.03
O 7.01849 -3.43231 5.65850 -0.05
H 7.09152 -3.54074 4.71028 0.02
H 7.83895 -3.01178 5.91586 0.03
O -3.69736 0.67780 -6.46151 -0.05
H -4.37624 0.09412 -6.12289 0.03
H -4.02334 1.55837 -6.27556 0.03
O -1.59455 6.78143 2.04355 -0.05
H -1.44901 6.00854 1.49794 0.02
H -0.73344 7.19416 2.10962 0.03
O 0.92416 0.57688 -7.25888 -0.05
H 1.24511 -0.26617 -7.57900 0.03
H -0.02910 0.49096 -7.27072 0.03
O -3.11573 2.81259 5.14063 -0.10
H -2.43527 3.41828 4.84678 0.03
H -3.12440 2.90525 6.09330 0.04
O 0.26166 -7.18484 -2.40950 -0.05
H -0.67038 -7.36939 -2.52562 0.03
H 0.55533 -6.88249 -3.26891 0.03
O 7.74599 4.64675 5.78598 -0.05
H 8.63050 4.84681 6.09230 0.03
H 7.86630 3.94336 5.14803 0.03
O 7.73355 -5.04592 1.22673 -0.06
H 8.55024 -4.54790 1.19178 0.03
H 7.71379 -5.53259 0.40271 0.03
O -4.58088 -2.89104 -0.77498 -0.09
H -4.45191 -2.69829 -1.70365 0.03
H -4.37762 -3.82280 -0.69278 0.03
O 6.11091 1.85803 -6.24401 -0.05
H 5.15475 1.85270 -6.28815 0.03
H 6.34496 0.96205 -6.00180 0.03
O 1.57241 -5.33419 2.79219 -0.05
H 1.56765 -5.74166 1.92607 0.03
H 1.59059 -4.39374 2.61487 0.02
```

Its energy relative to the best compared isomer or geometry (same formula, charge and spin) is 430.48 kcal/mol. The value obtained for the LUMO energy is -7.862 eV. For the total energy, the calculation gives -36526.3335 eV. Its total charge is +1.

***

Below is a structure of composition C31H24CoI2N2O3, with properties calculated with the ωB97M-V functional and the def2-TZVPD basis.

XYZ file:
```
63
Properties=species:S:1:pos:R:3:lowdin_charge:R:1
Co 1.11314 -1.13122 -0.57686 0.14
C -0.60601 -4.92499 -1.36509 -0.06
O 0.64537 -5.61979 -1.37193 -0.08
C 1.64008 -5.19335 -0.54887 -0.22
C 2.40136 -6.16379 0.05920 0.00
C 3.48799 -5.84628 0.88693 -0.10
C 3.79217 -4.53114 1.10907 -0.06
C 3.02787 -3.51081 0.50837 -0.14
C 3.42393 -2.15625 0.72020 -0.06
N 2.74865 -1.13400 0.32612 -0.09
N 3.31910 0.09579 0.60187 0.13
C 2.52523 1.06924 0.36901 -0.34
O 1.28972 0.84148 -0.15064 -0.20
C 3.02874 2.44192 0.58947 -0.16
C 2.79847 3.47023 -0.31885 -0.03
C 3.38172 4.70850 -0.11924 -0.08
C 4.17710 4.94074 0.99623 -0.10
C 4.39925 3.92027 1.90802 -0.09
C 3.83368 2.67104 1.70017 -0.03
C 1.94779 -3.81250 -0.35323 -0.25
O 1.26238 -2.92147 -1.00557 -0.21
H -0.57099 -4.01070 -1.94999 0.02
H -0.90510 -4.68024 -0.34234 0.10
H -1.32206 -5.62642 -1.78950 0.09
H 2.12738 -7.19537 -0.12427 0.12
H 4.06516 -6.63626 1.34795 0.09
H 4.62086 -4.25065 1.74841 0.11
H 4.35142 -1.95351 1.24925 0.14
H 2.14711 3.30025 -1.16477 0.12
H 3.19676 5.50399 -0.82965 0.10
H 4.61378 5.91861 1.15666 0.09
H 5.01082 4.09395 2.78430 0.10
H 3.99999 1.86532 2.40171 0.11
I 0.72395 -0.96268 2.89327 0.75
C 0.00256 -1.46052 0.94000 -0.63
I -0.74237 -0.93985 -2.32487 0.43
H -0.90384 -0.87547 0.81116 -0.05
H -0.20528 -2.52525 0.97788 -0.02
C 0.31740 1.87660 0.30081 -0.03
C -0.91870 1.64127 0.01338 -0.12
C -2.22386 1.70831 -0.24455 -0.21
C -2.70925 2.43920 -1.43645 -0.18
C -1.87752 2.65014 -2.53932 -0.06
C -2.31061 3.38264 -3.63228 -0.10
C -3.58776 3.92789 -3.65843 -0.12
C -4.42299 3.73421 -2.56712 -0.11
C -3.98949 3.00038 -1.47306 -0.05
C -3.16799 0.99884 0.65274 -0.19
C -2.88050 0.87656 2.01580 -0.05
C -3.70436 0.15541 2.86294 -0.10
C -4.85138 -0.45962 2.37509 -0.12
C -5.15214 -0.34402 1.02547 -0.10
C -4.32229 0.37359 0.17585 -0.05
H -0.88508 2.22029 -2.53128 0.07
H -1.64383 3.51959 -4.47541 0.10
H -3.92779 4.49329 -4.51744 0.09
H -5.41945 4.16048 -2.56083 0.09
H -4.65199 2.87468 -0.62552 0.11
H -1.98328 1.34620 2.40079 0.10
H -3.44168 0.07074 3.91075 0.10
H -5.49693 -1.02457 3.03607 0.09
H -6.03426 -0.82688 0.62142 0.09
H -4.56216 0.42599 -0.87903 0.11
```

The value obtained for the LUMO energy is 1.989 eV. For the total energy, the calculation gives -95486.1794 eV. Its total charge is -1.